Below is a 9-piece molecular cluster, C22H67N5O10 overall in a non-equilibrium geometry, with properties calculated with ωB97M-V with the def2-TZVPD basis set.

Kohn-Sham gap in eV: 9.644
LUMO in Eh: 0.0202
SMILES string: COC[C@H](C)N.COC[C@H](C)N.COC[C@H](C)N.COC[C@H](C)N.COC[C@H](C)N.OCCO.O.O.O

Structure (XYZ):
```
104
Properties=species:S:1:pos:R:3:forces:R:3:lowdin_charge:R:1
C -1.940892 5.538099 -0.037008 0.830 -0.019 -1.279 -0.042
C -1.254372 4.266929 -0.518538 -0.238 0.411 -1.631 -0.433
C -0.020922 4.505509 -1.463388 -0.874 0.426 -0.857 -0.112
O -0.453522 4.694239 -2.870838 0.332 0.126 1.808 -0.184
C -0.915422 3.502049 -3.447498 -1.138 -0.300 0.181 -0.132
N -0.981242 3.403249 0.593622 0.018 -0.666 0.158 0.038
H -2.363692 6.016379 -0.920528 -0.259 0.118 0.103 0.083
H -1.175392 6.227419 0.319282 -0.327 0.047 0.724 0.083
H -2.737102 5.252439 0.650412 0.135 0.474 0.197 0.078
H -1.981412 3.762719 -1.155158 -0.157 0.047 -0.210 0.111
H 0.750418 3.735479 -1.477648 -0.307 -0.512 0.426 0.097
H 0.512198 5.403689 -1.151668 -0.141 0.207 -0.255 0.120
H -0.171502 2.709959 -3.532798 0.192 0.305 -0.556 0.056
H -1.503632 3.742479 -4.333118 0.994 0.111 -0.660 0.098
H -1.736482 3.019129 -2.917638 0.002 -0.077 0.896 0.072
H -1.779302 3.463739 1.209692 0.012 0.038 0.398 0.088
H -1.062302 2.477269 0.198552 0.488 -0.680 0.383 0.070
C -1.183252 -3.874411 5.011282 -0.873 -0.644 -0.580 -0.068
C -2.362972 -3.059581 4.360942 1.270 -0.825 0.922 -0.389
C -1.853142 -1.881441 3.462732 -0.107 -1.057 0.146 -0.160
O -0.834692 -1.011651 4.028242 -0.921 -1.928 -1.875 -0.213
C -1.245612 -0.352171 5.157912 0.137 1.064 1.157 -0.141
N -3.123272 -4.101241 3.621862 0.066 0.712 -0.409 0.024
H -1.587172 -4.578701 5.738552 -0.219 0.745 1.018 0.067
H -0.312032 -3.329551 5.374872 -0.292 0.027 0.032 0.069
H -0.897132 -4.695641 4.354162 0.644 0.631 -0.982 0.069
H -2.947192 -2.658951 5.189362 -0.156 0.248 0.048 0.119
H -2.723952 -1.312781 3.136512 -0.046 0.441 0.122 0.116
H -1.469752 -2.373461 2.568852 0.505 0.274 -0.028 0.119
H -2.217952 0.134659 5.082712 -0.327 -0.148 -0.247 0.095
H -0.529992 0.458099 5.297342 0.075 -0.016 0.288 0.095
H -1.240672 -1.000311 6.034262 -0.053 -0.034 0.206 0.088
H -4.056792 -3.839421 3.338852 -0.045 0.585 -0.114 0.065
H -3.294482 -4.907931 4.205002 0.383 -0.067 0.265 0.064
C 2.038068 -3.086691 2.778452 0.961 -0.339 0.557 -0.023
C 2.899138 -1.826911 3.038762 -0.175 -0.542 0.519 -0.418
C 4.034928 -1.782301 2.080262 1.208 -0.293 -0.455 -0.218
O 4.941228 -0.695681 2.342672 0.242 -0.893 -0.517 -0.179
C 6.187888 -0.951021 1.658162 -0.306 1.264 0.517 -0.095
N 2.139768 -0.588201 2.982912 -0.210 -0.435 -0.049 0.057
H 2.654698 -3.939591 3.062022 0.310 -0.166 -0.278 0.078
H 1.759728 -3.234081 1.734952 -0.109 0.322 0.005 0.089
H 1.184118 -3.262141 3.432742 -0.258 0.800 -0.096 0.052
H 3.314088 -1.795561 4.046202 0.274 -1.040 0.243 0.142
H 3.629828 -1.787521 1.068342 0.012 0.515 -0.400 0.136
H 4.678058 -2.661171 2.125842 -0.422 -0.559 0.287 0.119
H 6.079658 -0.665491 0.611802 0.089 -0.232 -0.170 0.078
H 6.601428 -1.955171 1.751702 -0.546 -0.315 0.068 0.086
H 6.932148 -0.304891 2.123672 -0.084 0.211 -0.078 0.090
H 1.366028 -0.824131 3.587692 -0.691 0.769 0.014 0.064
H 2.735438 0.056449 3.482612 -0.245 0.623 0.129 0.097
C 3.361628 1.122579 -4.316198 -0.108 -0.876 1.174 -0.037
C 3.334028 0.835409 -2.792728 0.972 1.153 -1.029 -0.365
C 4.469998 1.616469 -2.012978 -0.082 0.030 -0.990 -0.147
O 4.363028 1.512489 -0.616338 0.573 -0.707 -0.088 -0.235
C 5.459058 2.055549 0.041142 0.422 0.867 2.339 -0.119
N 1.986328 1.211669 -2.368568 0.888 -0.932 1.118 0.062
H 4.233348 0.647819 -4.766538 0.332 0.975 -0.251 0.083
H 3.139768 2.186999 -4.392818 0.808 0.115 -0.718 0.088
H 2.525048 0.613249 -4.794548 -0.165 -0.089 0.203 0.067
H 3.549558 -0.220551 -2.629658 -0.501 -0.162 0.229 0.141
H 4.492968 2.685429 -2.224888 -0.361 0.249 -0.513 0.132
H 5.472278 1.257899 -2.247408 0.016 -0.364 -0.616 0.124
H 5.409118 3.141589 0.119432 0.484 0.348 -1.218 0.108
H 6.442998 1.609799 -0.104668 0.039 0.205 -1.228 0.096
H 5.415468 1.909839 1.120482 -0.925 -0.835 0.274 0.090
H 2.148268 1.231029 -1.371818 -1.183 0.157 0.824 0.059
H 1.748448 2.155809 -2.637088 0.192 0.229 -0.215 0.071
C -7.118102 -0.988981 -2.464848 1.219 0.109 0.289 -0.056
C -5.901732 -1.810301 -2.949588 -0.294 -0.848 -0.776 -0.382
C -4.889822 -2.265261 -1.887238 0.219 -0.043 -0.279 -0.234
O -4.193912 -1.202921 -1.326268 -1.319 1.215 0.465 -0.174
C -3.269142 -1.602531 -0.378648 1.743 1.017 -0.085 -0.132
N -6.424082 -3.041711 -3.634768 0.222 -0.217 1.075 0.020
H -6.843522 0.042069 -2.242068 0.059 0.160 -0.348 0.068
H -7.449232 -1.356001 -1.493378 -0.336 -0.434 -0.191 0.073
H -7.898822 -1.038591 -3.223868 -0.007 0.059 0.255 0.070
H -5.291992 -1.317351 -3.706768 -0.149 0.762 0.181 0.130
H -4.085612 -2.831971 -2.356478 -0.266 -0.825 -0.524 0.118
H -5.306942 -2.863181 -1.076928 -0.550 -0.294 -0.051 0.131
H -2.527532 -2.239931 -0.860138 0.200 -0.345 0.142 0.077
H -3.554632 -2.052951 0.571992 -0.961 -0.283 -0.137 0.079
H -2.761282 -0.671871 -0.125558 0.300 -0.095 0.185 0.087
H -5.866292 -3.808071 -3.285958 -0.155 -0.425 -0.115 0.048
H -6.320322 -3.072591 -4.638948 0.115 0.492 -0.027 0.063
C -0.520952 -1.228291 -2.864808 -2.593 1.941 0.215 -0.303
C -0.803172 -0.763171 -4.302148 1.788 -0.641 0.265 -0.201
O -0.223512 0.529409 -4.533168 -0.845 -0.246 -0.109 -0.092
O 0.755808 -1.441331 -2.459068 2.071 -1.608 -0.582 -0.046
H -1.185262 -2.052771 -2.605878 0.248 -0.308 -0.066 0.106
H -0.821512 -0.368601 -2.265898 -0.966 0.120 0.280 0.109
H -1.871382 -0.783391 -4.518058 0.085 0.320 0.043 0.115
H -0.265962 -1.453991 -4.951968 -0.295 -0.339 -0.431 0.110
H 0.573258 0.547109 -3.997958 0.263 0.166 0.221 0.011
H 1.177438 -0.589051 -2.327008 0.116 0.473 0.195 0.025
O 1.591108 3.855489 1.425232 1.139 0.667 0.303 -0.087
H 0.675078 3.779319 1.158192 -0.912 -0.222 -0.052 -0.051
H 1.922278 2.957609 1.405562 0.205 -0.481 -0.057 -0.023
O -0.073962 0.284709 0.344432 -0.996 -0.084 -0.414 -0.050
H -0.212822 -0.192781 1.162332 0.055 -0.141 0.276 0.021
H 0.634368 0.897579 0.541622 0.649 0.111 0.071 -0.015
O 2.461258 1.051629 0.833562 -0.488 0.564 0.156 -0.078
H 3.363778 1.135709 0.525942 0.060 0.187 -0.478 -0.008
H 2.494228 0.351749 1.485712 -0.681 -0.605 0.721 -0.014
```
Positions in Å, forces in eV/Å.